# 1
{
  "formula": "C36H29AsN7NaO2S4",
  "method": "wB97M-V/def2-TZVPD",
  "e_lumo_ev": 3.64,
  "orbital_gap_ev": 4.8,
  "charge": -2,
  "e_above_lowest_kj_mol": 42.6,
  "total_energy_ev": -160927.0926,
  "elements": ["Na", "N", "C", "C", "C", "C", "C", "C", "S", "N", "C", "C", "C", "C", "C", "C", "N", "H", "H", "H", "H", "H", "H", "H", "H", "H", "C", "O", "C", "O", "N", "N", "H", "H", "H", "H", "H", "H", "S", "C", "C", "N", "C", "S", "C", "N", "S", "C", "C", "C", "C", "C", "C", "As", "C", "C", "C", "C", "C", "C", "C", "C", "C", "C", "C", "C", "H", "H", "H", "H", "H", "H", "H", "H", "H", "H", "H", "H", "H", "H"],
  "coordinates": [[-1.0858, 0.1908, 0.5338], [0.6992, -1.6075, 4.5292], [-0.1487, -0.9571, 5.4533], [0.3106, -0.6266, 6.7192], [-0.5331, 0.0023, 7.6268], [-1.8247, 0.3328, 7.2532], [-2.2689, 0.0314, 5.9710], [-1.4472, -0.6412, 5.0791], [-2.0248, -1.0827, 3.4761], [-0.5763, -1.1336, 2.5906], [0.5223, -1.3915, 3.1611], [1.7669, -1.4930, 2.3371], [2.8357, -2.2907, 2.7305], [3.9862, -2.2695, 1.9515], [4.0285, -1.4441, 0.8477], [2.8945, -0.7066, 0.5255], [1.7773, -0.7587, 1.2379], [1.6675, -1.5741, 4.7980], [1.3347, -0.8615, 6.9928], [-0.1673, 0.2500, 8.6158], [-2.4802, 0.8476, 7.9448], [-3.2622, 0.3252, 5.6504], [2.7653, -2.9271, 3.6050], [4.8376, -2.8837, 2.2165], [4.9141, -1.3722, 0.2296], [2.8832, -0.0215, -0.3138], [3.1008, 0.1719, -4.3217], [2.8446, -0.9030, -3.4248], [1.7768, -0.8328, -2.5664], [1.3978, -1.8476, -2.0358], [1.2759, 0.4165, -2.4199], [0.2550, 0.6949, -1.4980], [3.7670, -0.2231, -5.0858], [3.5971, 1.0092, -3.8217], [2.1830, 0.5270, -4.7929], [1.8034, 1.2242, -2.7165], [-0.4782, 1.1610, -2.0230], [0.6627, 1.4243, -0.8852], [0.3250, 2.2029, 1.7742], [0.5192, 3.6996, 0.9007], [-0.2906, 4.8034, 1.3488], [-0.9258, 5.6851, 1.7398], [1.4138, 3.9286, -0.1158], [2.6073, 2.8235, -0.7750], [1.4398, 5.2404, -0.7119], [1.4930, 6.2783, -1.2173], [-3.7503, -0.1868, 0.2993], [-4.5885, -1.1710, -0.8708], [-5.9914, -1.0800, -0.9823], [-6.7091, -1.8733, -1.8587], [-6.0583, -2.8021, -2.6672], [-4.6768, -2.9062, -2.5838], [-3.9418, -2.1043, -1.7126], [-1.9976, -2.1007, -1.6216], [-1.6301, -3.4781, -2.9848], [-1.2286, -4.7833, -2.7208], [-0.9307, -5.6603, -3.7599], [-1.0330, -5.2466, -5.0802], [-1.4310, -3.9437, -5.3574], [-1.7174, -3.0708, -4.3171], [-1.7071, -3.2344, -0.0512], [-2.7396, -3.7737, 0.7102], [-2.4511, -4.5679, 1.8133], [-1.1316, -4.8338, 2.1599], [-0.0993, -4.2956, 1.4045], [-0.3834, -3.4885, 0.3079], [-6.5005, -0.3635, -0.3488], [-7.7885, -1.7696, -1.9090], [-6.6151, -3.4327, -3.3509], [-4.1624, -3.6261, -3.2077], [-1.1459, -5.1244, -1.6971], [-0.6158, -6.6728, -3.5308], [-0.7998, -5.9309, -5.8880], [-1.5106, -3.6039, -6.3841], [-2.0152, -2.0532, -4.5443], [-3.7674, -3.5526, 0.4505], [-3.2603, -4.9671, 2.4139], [-0.9103, -5.4452, 3.0279], [0.9348, -4.4827, 1.6768], [0.4238, -3.0462, -0.2672]]
}


# 2
{
  "formula": "C36H29Cl54IN2O3PS2",
  "method": "wB97M-V/def2-TZVPD",
  "e_lumo_ev": -2.50,
  "orbital_gap_ev": 7.9,
  "charge": 1,
  "total_energy_ev": -762185.3479,
  "elements": ["C", "C", "Cl", "C", "Cl", "N", "C", "C", "C", "S", "C", "S", "N", "C", "C", "C", "C", "C", "C", "C", "C", "C", "C", "C", "C", "C", "C", "C", "I", "C", "P", "O", "O", "O", "H", "H", "H", "H", "H", "H", "H", "H", "H", "H", "H", "H", "H", "H", "H", "H", "H", "H", "H", "H", "H", "H", "H", "H", "H", "H", "H", "H", "H", "C", "Cl", "Cl", "Cl", "Cl", "C", "Cl", "Cl", "Cl", "Cl", "C", "Cl", "Cl", "Cl", "Cl", "C", "Cl", "Cl", "Cl", "Cl", "C", "Cl", "Cl", "Cl", "Cl", "C", "Cl", "Cl", "Cl", "Cl", "C", "Cl", "Cl", "Cl", "Cl", "C", "Cl", "Cl", "Cl", "Cl", "C", "Cl", "Cl", "Cl", "Cl", "C", "Cl", "Cl", "Cl", "Cl", "C", "Cl", "Cl", "Cl", "Cl", "C", "Cl", "Cl", "Cl", "Cl", "C", "Cl", "Cl", "Cl", "Cl"],
  "coordinates": [[-0.7911, -2.7698, -3.5006], [-0.7305, -2.4619, -2.0307], [0.2218, -3.6097, -1.1832], [-1.2918, -1.4293, -1.3846], [-0.8891, -1.2737, 0.2901], [-2.0875, -0.3211, -1.9712], [-1.0556, 0.8490, -2.0479], [-0.8904, 1.6770, -0.7707], [0.5599, 2.1983, -0.6374], [0.6686, 4.0087, -0.7692], [0.7475, 4.5255, 0.9510], [2.0094, 5.4322, 1.3600], [-0.3357, 4.0402, 1.7526], [-1.2996, 5.0018, 2.2400], [-1.0540, 6.3208, 2.5889], [-2.0761, 7.1130, 3.0995], [-3.3565, 6.6200, 3.2767], [-3.6118, 5.2971, 2.9209], [-2.5938, 4.5100, 2.4146], [0.0963, 3.1777, 2.8563], [0.7767, 3.6970, 3.9478], [1.1364, 2.8500, 4.9879], [0.8126, 1.5025, 4.9485], [0.1352, 1.0063, 3.8406], [-0.2416, 1.8328, 2.7987], [-2.5826, -0.3809, -3.4132], [-3.5424, -1.5074, -3.8513], [-4.0520, -2.4958, -2.7807], [-5.2604, -0.5925, -4.7991], [-3.3139, 0.1833, -1.2261], [-3.8374, -0.3110, 0.4465], [-3.1687, 0.3778, 1.5602], [-3.8575, -1.8856, 0.4935], [-5.3817, 0.1137, 0.4578], [-1.7173, -3.3006, -3.7163], [-0.6241, -1.9297, -4.1662], [-0.0106, -3.4888, -3.7417], [-0.1062, 0.3813, -2.3067], [-1.2982, 1.5144, -2.8738], [-1.5046, 2.5728, -0.8871], [-1.2516, 1.2202, 0.1417], [1.1736, 1.8042, -1.4440], [1.0160, 1.8740, 0.2979], [-0.0614, 6.7310, 2.5090], [-1.8597, 8.1312, 3.3992], [-4.1446, 7.2285, 3.6974], [-4.5888, 4.8535, 3.0617], [-2.8053, 3.4768, 2.1594], [1.0217, 4.7487, 3.9934], [1.6478, 3.2430, 5.8575], [1.0929, 0.8380, 5.7533], [-0.1468, -0.0407, 3.8254], [-0.7934, 1.4654, 1.9505], [-3.1109, 0.5601, -3.5427], [-1.7643, -0.2844, -4.1222], [-3.0854, -2.0626, -4.6541], [-5.0709, -2.2411, -2.4933], [-4.1339, -3.4813, -3.2395], [-3.4442, -2.5553, -1.8808], [-3.3239, 1.2725, -1.2322], [-4.2057, -0.0448, -1.8178], [-4.1437, -2.1980, 1.3665], [-5.4333, 0.9393, 0.9625], [0.0067, 8.4613, -1.1307], [-0.0123, 7.5586, -2.6549], [-0.7321, 7.4778, 0.1428], [1.6730, 8.8143, -0.6637], [-0.8839, 9.9706, -1.3246], [4.2056, -0.0512, 2.2936], [5.0979, -0.3777, 3.7760], [2.5035, 0.2654, 2.6890], [4.8842, 1.3656, 1.4866], [4.3194, -1.4544, 1.2155], [-9.0992, -0.8067, -7.0399], [-10.5274, -0.9728, -8.0551], [-9.5733, -0.2519, -5.4307], [-8.2975, -2.3802, -6.9142], [-7.9976, 0.3706, -7.7597], [-5.2476, -5.5960, 0.5826], [-5.1018, -4.5807, 2.0308], [-6.8886, -5.4838, -0.0474], [-4.1034, -5.0367, -0.6499], [-4.8807, -7.2629, 1.0068], [-3.8348, -4.5676, -7.8026], [-2.9758, -4.5033, -6.2455], [-5.5294, -4.1468, -7.5652], [-3.0885, -3.4288, -8.9214], [-3.7091, -6.2007, -8.4413], [1.6467, 2.7777, -5.3077], [2.9148, 1.5533, -5.2319], [1.2163, 3.2500, -3.6528], [2.1905, 4.1922, -6.1956], [0.2110, 2.0935, -6.1044], [8.0739, -2.4302, 5.7805], [9.5750, -3.0215, 6.4923], [7.4358, -3.6231, 4.6448], [6.8854, -2.1444, 7.0581], [8.3764, -0.9220, 4.9125], [2.4600, 10.2741, 3.0609], [3.9534, 10.3249, 2.1197], [1.6944, 8.6928, 2.8481], [2.8248, 10.5273, 4.7678], [1.3598, 11.5325, 2.4936], [4.2103, 2.8992, -9.6950], [2.9447, 2.2997, -8.6135], [5.7885, 2.6005, -8.9629], [4.1088, 2.0673, -11.2471], [3.9898, 4.6351, -9.9366], [5.7293, -6.8725, 3.1828], [5.2807, -5.2849, 2.5384], [5.1484, -8.1251, 2.0915], [7.4929, -6.9559, 3.3431], [4.9786, -7.0834, 4.7703], [8.6854, -10.9726, 0.7428], [8.5413, -12.5317, 1.5570], [7.6169, -10.9456, -0.6674], [8.2200, -9.6761, 1.8489], [10.3551, -10.7317, 0.2199], [-3.0174, 1.2734, 7.4717], [-1.5668, 1.4016, 6.4633], [-3.8362, -0.2575, 7.1315], [-2.5635, 1.3312, 9.1758], [-4.1051, 2.6165, 7.1034], [7.2181, -11.3595, 5.7438], [6.3105, -12.6378, 4.9293], [8.8884, -11.3622, 5.1730], [6.4715, -9.7948, 5.3911], [7.1942, -11.6379, 7.4878]]
}


- Which formula does entry 1 have?
  C36H29AsN7NaO2S4